The following is a quantum chemistry calculation of 8 unconnected molecules or ions with the total composition C44H54F8N2O26S at a distorted geometry, from OMol25.

Atoms and positions in Å:
C 0.477 2.104 0.261
C 0.193 0.937 0.369
C 0.002 -0.496 0.865
N -1.012 -0.401 1.928
C -0.578 -1.367 -0.323
C -2.096 -1.115 -0.494
C -3.028 -2.166 -0.233
C -4.398 -1.949 -0.397
C -4.921 -0.708 -0.814
C -4.017 0.343 -1.024
C -2.639 0.121 -0.861
C 0.239 -1.274 -1.649
N -0.187 -0.112 -2.449
C 0.702 0.471 -3.162
C 1.246 -0.081 -4.512
C 1.299 1.845 -2.803
C 0.133 -2.531 -2.624
C -0.856 -3.600 -2.218
F 1.377 -3.147 -2.834
O 1.656 -1.081 -1.396
S 2.212 -1.794 -0.051
O 2.037 -3.224 -0.095
O 3.616 -1.474 -0.032
C 1.360 -1.097 1.436
C 1.159 -2.121 2.583
C 0.035 -3.183 2.486
O 0.475 -4.457 1.979
C 2.198 0.099 2.024
C 3.252 -0.295 3.077
O 4.168 -1.298 2.678
C 5.459 -1.058 3.205
C 6.369 -2.287 3.048
H 0.916 3.070 0.096
H -0.550 -0.164 2.805
H -1.601 0.409 1.743
H -0.517 -2.396 0.069
H -2.655 -3.142 0.091
H -5.083 -2.782 -0.218
H -5.993 -0.565 -0.969
H -4.361 1.326 -1.342
H -1.960 0.951 -1.060
H 0.459 -0.707 -4.955
H 2.146 -0.678 -4.302
H 1.422 0.754 -5.200
H 1.952 1.711 -1.930
H 0.443 2.477 -2.513
H 1.814 2.298 -3.659
H -0.159 -2.188 -3.624
H -0.711 -4.457 -2.903
H -0.704 -3.988 -1.206
H -1.884 -3.258 -2.408
H 2.104 -2.677 2.701
H 0.933 -1.538 3.488
H -0.266 -3.393 3.533
H -0.886 -2.852 1.992
H -0.200 -4.698 1.332
H 1.466 0.694 2.581
H 2.693 0.680 1.241
H 3.827 0.622 3.312
H 2.805 -0.601 4.044
H 5.344 -0.862 4.291
H 5.955 -0.207 2.703
H 6.842 -2.307 2.054
H 7.195 -2.200 3.775
H 5.857 -3.238 3.241
O -3.099 1.563 2.064
C -3.740 2.519 1.782
O -4.111 3.478 2.664
C -4.759 4.516 1.924
C -5.216 3.780 0.694
F -5.216 4.584 -0.395
O -4.212 2.789 0.531
H -4.041 5.303 1.690
H -5.582 4.945 2.491
H -6.192 3.299 0.789
O 1.726 2.153 4.186
C 2.396 3.026 3.749
O 2.589 4.221 4.362
C 3.548 4.949 3.596
C 3.417 4.307 2.240
F 4.600 4.304 1.573
O 3.071 2.973 2.553
H 4.542 4.807 4.024
H 3.315 6.012 3.587
H 2.645 4.746 1.605
O 6.103 6.650 -2.824
C 6.650 5.768 -2.254
O 6.538 4.453 -2.580
C 7.448 3.726 -1.752
C 7.619 4.658 -0.581
F 8.861 4.562 -0.045
O 7.470 5.934 -1.174
H 8.384 3.565 -2.290
H 7.033 2.761 -1.468
H 6.873 4.534 0.207
O 0.698 -10.036 3.886
C 1.283 -9.110 3.431
O 1.346 -7.882 4.006
C 2.247 -7.088 3.226
C 2.203 -7.783 1.893
F 3.391 -7.698 1.244
O 1.973 -9.136 2.254
H 3.241 -7.121 3.676
H 1.913 -6.053 3.171
H 1.404 -7.440 1.234
O -1.799 -5.270 0.166
C -1.678 -6.422 -0.100
O -2.049 -6.987 -1.270
C -1.596 -8.347 -1.249
C -1.481 -8.616 0.229
F -0.477 -9.472 0.511
O -1.140 -7.341 0.745
H -0.632 -8.415 -1.756
H -2.305 -9.006 -1.745
H -2.402 -8.965 0.701
O -8.638 2.976 -1.677
C -7.938 2.857 -2.624
O -7.295 1.709 -2.966
C -6.667 1.932 -4.231
C -6.535 3.433 -4.257
F -6.631 3.921 -5.519
O -7.661 3.856 -3.512
H -7.311 1.559 -5.028
H -5.706 1.424 -4.284
H -5.625 3.816 -3.789
O -5.014 7.253 -0.230
C -4.320 7.427 -1.173
O -3.523 8.513 -1.354
C -2.750 8.286 -2.536
C -3.599 7.288 -3.279
F -2.841 6.434 -4.010
O -4.221 6.569 -2.232
H -1.777 7.875 -2.262
H -2.602 9.211 -3.089
H -4.363 7.733 -3.920

Values from the calculation:
- Frontier orbital gap: 0.2784 hartree
- SMILES: C#C[C@@]1(N)[C@@H](c2ccccc2)[C@](N=C(C)C)([C@H](C)F)OS(=O)(=O)[C@@]1(CCO)CCOCC.O=C1OC[C@@H](F)O1.O=C1OC[C@@H](F)O1.O=C1OC[C@@H](F)O1.O=C1OC[C@@H](F)O1.O=C1OC[C@@H](F)O1.O=C1OC[C@@H](F)O1.O=C1OC[C@@H](F)O1
- Molecular weight: 1211.0 g mol⁻¹
- Electronic energy: -135288.916 eV
- Net charge: 0

These are the Mulliken partial charges, in e, on atoms 1 to 2:
1 C -0.56
2 C -1.39